Entry 1:
C11H16Cl3NO2Re | ωB97M-V/def2-TZVPD

Each line ends with the Löwdin charge.
Cartesian coordinates (Å):
C -0.851 0.783 -0.585  -0.32
C -1.076 -0.623 -0.933  -0.46
C 0.238 -1.277 -0.932  -0.49
C -2.253 -1.241 -1.642  -0.08
C 1.183 -0.299 -0.501  -0.36
C 0.528 1.000 -0.360  -0.24
C 1.166 2.255 -0.004  -0.13
C -1.949 1.801 -0.581  -0.10
C 0.544 -2.575 -1.580  -0.07
C 2.643 -0.497 -0.414  -0.11
Re -0.438 -1.032 1.002  0.84
Cl -1.419 -2.793 1.472  0.02
Cl -2.665 -0.074 1.788  -0.05
Cl 1.514 -2.224 1.916  -0.02
H -3.198 -0.791 -1.292  0.06
H -2.332 -2.329 -1.426  0.06
H -2.265 -1.136 -2.759  0.08
H -0.235 -3.312 -1.423  0.05
H 1.485 -3.032 -1.251  0.07
H 0.638 -2.506 -2.667  0.07
H 2.864 -1.436 0.082  -0.01
H 3.111 0.276 0.179  0.07
H 3.144 -0.468 -1.378  0.07
H 2.045 2.069 0.571  0.04
H 0.670 3.093 0.764  -0.13
H 1.569 2.742 -0.849  0.05
H -2.867 1.387 -0.152  0.00
H -2.144 2.236 -1.547  0.06
H -1.655 2.628 0.044  0.07
O 0.880 3.905 1.502  -0.32
H 1.130 3.514 2.356  -0.04
O -0.208 -0.307 4.679  0.03
C -0.014 -0.053 3.533  -0.59
N 0.215 0.317 2.389  -0.11

Properties
Charge ... -2
Total energy ... -2092.804825 Eh
Energy relative to the best compared isomer or geometry (same formula, charge and spin) ... 104.0 kcal per mole
2S+1 ... 4
Orbital gap (spin up / spin down) ... 4.35 / 5.21 eV
E_LUMO (spin up / spin down) ... 5.30 / 5.25 eV

=====

Entry 2:
C54H99Cl2F3N12O3P | ωB97M-V/def2-TZVPD

Each line ends with the Löwdin charge.
Cartesian coordinates (Å):
C -0.417 -2.543 -5.483  -0.09
C -0.970 -1.559 -4.431  -0.24
C -0.212 -1.698 -3.105  -0.18
C -0.051 -0.360 -2.394  -0.16
O 0.566 0.562 -3.315  -0.06
N 0.362 1.884 -2.910  -0.01
C 1.475 2.616 -2.847  -0.25
N 2.585 2.047 -2.394  0.14
C 3.856 2.680 -2.300  -0.67
Cl 4.207 3.194 -0.602  0.70
C 4.995 1.751 -2.715  -0.76
C 5.029 0.435 -1.949  -0.14
Cl 4.919 1.411 -4.457  0.70
N 1.494 3.937 -3.233  0.06
C 1.408 4.837 -2.093  -0.19
O 0.082 5.173 -1.775  -0.15
C 0.018 5.935 -0.569  -0.13
C -0.079 5.015 0.654  -0.23
O 0.340 5.642 1.828  -0.13
C 1.647 5.235 2.227  -0.24
C 1.681 3.812 2.784  -0.08
C 0.703 4.264 -4.483  -0.19
C 0.873 5.795 -4.630  -0.06
C 0.704 6.587 -5.950  -0.38
C 2.014 6.693 -6.770  -0.06
C -0.509 6.337 -6.836  -0.07
C 1.417 3.447 -5.593  -0.47
F 1.234 3.959 -6.828  0.15
F 2.767 3.390 -5.380  0.10
F 0.951 2.159 -5.622  0.15
C -0.752 3.774 -4.278  -0.24
C -1.600 3.595 -5.554  -0.02
C -0.877 2.513 -3.407  -0.30
P -1.950 2.839 -1.916  0.78
N -3.034 3.934 -2.154  -0.23
H 0.635 -2.745 -5.308  0.06
H -0.518 -2.157 -6.492  0.07
H -0.937 -3.492 -5.378  0.07
H -0.867 -0.563 -4.854  0.09
H -2.031 -1.733 -4.279  0.10
H 0.771 -2.146 -3.243  0.05
H -0.780 -2.324 -2.420  0.12
H -1.045 -0.005 -2.115  0.10
H 0.536 -0.452 -1.478  0.12
H 2.534 1.091 -2.073  0.16
H 3.907 3.579 -2.898  0.11
H 5.915 2.293 -2.531  0.10
H 6.026 0.017 -2.056  0.09
H 4.850 0.557 -0.885  0.06
H 4.359 -0.286 -2.407  0.07
H 1.991 5.747 -2.243  0.14
H 1.874 4.346 -1.234  0.09
H -0.895 6.514 -0.647  0.14
H 0.884 6.590 -0.459  0.13
H 0.482 4.099 0.436  0.10
H -1.116 4.696 0.761  0.11
H 1.975 5.938 2.984  0.12
H 2.295 5.286 1.347  0.10
H 0.737 3.502 3.218  0.05
H 1.994 3.097 2.025  0.06
H 2.440 3.771 3.561  0.06
H 0.181 6.236 -3.919  0.13
H 1.897 6.001 -4.330  0.12
H 0.557 7.610 -5.601  0.13
H 2.243 7.724 -7.014  0.08
H 1.897 6.164 -7.713  0.07
H 2.849 6.230 -6.252  0.07
H -0.395 5.527 -7.547  0.07
H -1.400 6.233 -6.223  0.07
H -0.673 7.240 -7.423  0.09
H -1.235 4.576 -3.726  0.10
H -1.040 3.683 -6.476  0.06
H -2.361 4.367 -5.597  0.08
H -2.130 2.649 -5.585  0.07
H -1.411 1.724 -3.921  0.06
H -1.000 3.111 -0.919  -0.01
H -2.520 1.599 -1.564  -0.01
H -3.970 3.587 -1.993  -0.07
C 5.257 -3.698 -1.492  -0.11
C 4.285 -4.294 -0.480  -0.27
C 3.301 -5.275 -1.118  -0.19
C 2.472 -4.620 -2.132  -0.19
N 1.794 -4.116 -2.912  0.17
H 4.734 -3.119 -2.256  0.06
H 5.962 -3.030 -0.997  0.07
H 5.830 -4.478 -1.995  0.08
H 3.731 -3.495 0.016  0.11
H 4.844 -4.818 0.294  0.11
H 2.644 -5.693 -0.357  0.07
H 3.840 -6.098 -1.590  0.12
C -6.820 1.977 -2.737  -0.13
C -7.010 1.280 -4.078  -0.25
C -6.023 0.118 -4.244  -0.17
C -4.648 0.606 -4.154  -0.18
N -3.566 0.979 -4.067  0.20
H -5.829 2.411 -2.661  0.02
H -7.541 2.786 -2.614  0.08
H -6.951 1.281 -1.910  0.06
H -6.873 2.001 -4.887  0.11
H -8.027 0.894 -4.167  0.11
H -6.158 -0.381 -5.204  0.12
H -6.171 -0.622 -3.456  0.12
C -2.559 2.650 2.415  -0.11
C -3.367 1.386 2.691  -0.26
C -3.609 0.553 1.428  -0.18
C -4.362 1.328 0.440  -0.21
N -4.946 1.938 -0.340  0.18
H -3.086 3.321 1.732  0.07
H -2.379 3.200 3.338  0.08
H -1.588 2.407 1.976  0.07
H -4.325 1.656 3.138  0.10
H -2.838 0.768 3.418  0.11
H -4.172 -0.349 1.668  0.10
H -2.658 0.250 0.984  0.11
C 4.019 3.036 6.683  -0.10
C 3.144 2.372 7.738  -0.25
C 2.431 1.119 7.215  -0.19
C 1.548 1.439 6.090  -0.22
N 0.866 1.695 5.204  0.16
H 3.426 3.385 5.835  0.05
H 4.530 3.902 7.103  0.08
H 4.778 2.345 6.311  0.08
H 2.405 3.092 8.097  0.12
H 3.765 2.087 8.585  0.06
H 1.828 0.665 8.001  0.11
H 3.160 0.379 6.880  0.12
C 0.488 -8.826 1.164  -0.13
C 0.285 -8.426 2.620  -0.25
C 0.154 -6.911 2.809  -0.18
C 1.361 -6.215 2.360  -0.21
N 2.313 -5.674 2.014  0.16
H 1.421 -8.416 0.766  0.07
H 0.542 -9.907 1.076  0.06
H -0.334 -8.477 0.547  0.05
H 1.118 -8.797 3.221  0.11
H -0.620 -8.902 3.000  0.11
H -0.008 -6.667 3.860  0.12
H -0.695 -6.528 2.241  0.12
C -5.780 1.061 6.472  -0.11
C -6.984 0.533 5.700  -0.26
C -6.919 -0.979 5.453  -0.18
C -5.736 -1.332 4.667  -0.22
N -4.812 -1.603 4.043  0.16
H -4.852 0.907 5.919  0.06
H -5.881 2.131 6.651  0.07
H -5.686 0.565 7.440  0.08
H -7.057 1.054 4.743  0.11
H -7.896 0.756 6.254  0.11
H -7.803 -1.316 4.912  0.12
H -6.879 -1.520 6.399  0.12
C -1.931 -11.063 -3.841  -0.11
C -0.521 -11.192 -3.276  -0.26
C -0.496 -11.801 -1.869  -0.18
C -1.244 -10.971 -0.922  -0.23
N -1.821 -10.307 -0.185  0.16
H -2.543 -10.392 -3.236  0.07
H -1.901 -10.656 -4.852  0.07
H -2.428 -12.033 -3.883  0.08
H -0.047 -10.209 -3.255  0.11
H 0.077 -11.821 -3.936  0.11
H 0.530 -11.890 -1.509  0.12
H -0.937 -12.798 -1.875  0.12
C 4.613 -2.386 9.497  -0.11
C 4.233 -1.858 10.876  -0.26
C 3.753 -0.403 10.844  -0.18
C 4.802 0.485 10.336  -0.24
N 5.639 1.171 9.950  0.16
H 5.447 -1.826 9.072  0.07
H 4.918 -3.430 9.559  0.07
H 3.769 -2.323 8.806  0.07
H 5.090 -1.943 11.545  0.11
H 3.438 -2.476 11.295  0.11
H 3.478 -0.069 11.844  0.12
H 2.875 -0.306 10.202  0.11

Properties
Charge ... +1
Total energy ... -4560.762972 Eh
Orbital gap ... 8.18 eV
E_LUMO ... -2.36 eV